(1)
ClH12O10 | wB97M-V/def2-TZVPD

Each line ends with the Löwdin charge.
CARTESIAN COORDINATES (ANGSTROEM)
Cl  -0.8840  -0.2699  0.1904  0.743
O  -1.2234  1.0429  0.6717  -0.278
O  -0.2297  -0.0515  -1.0587  -0.388
O  -0.0378  -0.9450  1.0639  -0.305
O  -2.0075  -1.1110  -0.1571  -0.244
O  1.7048  -0.0096  2.5398  -0.058
H  1.7099  0.9451  2.4713  0.021
H  0.9479  -0.2834  2.0217  -0.057
O  -0.3897  2.5166  -0.9906  -0.021
H  -0.7605  2.8623  -0.1786  0.075
H  -0.9548  1.7780  -1.2171  0.051
O  -1.2052  -1.8041  2.7239  -0.059
H  -0.7263  -1.2651  2.0944  -0.154
H  -0.8899  -1.5116  3.5791  0.024
O  0.9191  -2.3415  -0.7375  -0.048
H  0.1008  -1.8457  -0.7078  -0.030
H  1.1384  -2.3871  -1.6681  0.037
O  1.4544  1.7261  -0.0945  -0.087
H  0.8230  2.3244  -0.4940  -0.117
H  1.0039  0.8818  -0.0720  -0.029
O  -0.2089  -0.3999  -3.5520  -0.062
H  -0.3925  -0.3170  -2.6163  -0.043
H  0.1080  0.4651  -3.8120  0.027

Computed properties:
Gap between HOMO and LUMO = 0.36509 hartree
Charge = -1
E_HOMO = -6.8 eV

=====

(2)
ClH12O10 | wB97M-V/def2-TZVPD

Each line ends with the Löwdin charge.
CARTESIAN COORDINATES (ANGSTROEM)
Cl  2.1910  13.5844  -14.8010  0.694
O  2.3171  12.3054  -14.1223  -0.353
O  1.9320  13.3310  -16.2056  -0.364
O  1.1158  14.3502  -14.2299  -0.330
O  3.4281  14.3212  -14.6612  -0.351
O  0.7862  13.9852  -11.2214  -0.072
H  1.1275  13.8165  -12.1099  -0.010
H  1.0897  14.8771  -11.0342  0.028
O  5.8919  13.2363  -13.5762  -0.076
H  5.5004  12.4046  -13.2939  0.027
H  5.1179  13.7545  -13.8360  -0.015
O  2.3011  15.5827  -18.0514  -0.068
H  2.2082  14.8103  -17.4737  -0.018
H  2.5227  15.2184  -18.9117  0.024
O  0.0149  10.4285  -14.3334  -0.071
H  -0.3722  9.9869  -13.5737  0.021
H  0.6453  11.0619  -13.9598  -0.005
O  6.0334  14.4473  -17.1495  -0.065
H  5.2726  14.2875  -16.5783  0.004
H  6.6182  13.7121  -16.9457  0.031
O  4.2170  11.8046  -17.1953  -0.067
H  3.6999  12.5880  -17.4069  0.002
H  3.5455  11.1498  -16.9833  0.034

Computed properties:
Gap between HOMO and LUMO = 0.39505 hartree
Charge = -1
E_HOMO = -7.5 eV

=====

Of them, (2) has the highest stability.

=====

(1)
CH5FN2 | wB97M-V/def2-TZVPD

Each line ends with the Löwdin charge.
CARTESIAN COORDINATES (ANGSTROEM)
C  1.6097  -0.4970  -0.0856  -0.086
N  -1.4795  0.7153  -0.1665  -0.064
N  -1.0702  -0.5328  0.0356  -0.058
F  1.6084  0.8343  0.1057  -0.067
H  1.9432  -1.2011  0.7794  0.094
H  1.2570  -0.9185  -1.0021  0.036
H  -1.7921  1.2053  0.6692  0.102
H  -1.7122  0.9047  -1.0934  0.061
H  -0.3643  -0.5102  0.7576  -0.018

Computed properties:
Gap between HOMO and LUMO (spin up / spin down) = 0.32192 / 0.33619 hartree
E_HOMO (spin up / spin down) = -8.0 / -8.2 eV

=====

(2)
CH5FN2 | wB97M-V/def2-TZVPD

Each line ends with the Löwdin charge.
CARTESIAN COORDINATES (ANGSTROEM)
C  0.8385  -0.8405  -0.0863  -0.084
N  -0.2727  1.1309  0.0056  0.066
N  0.8093  0.5898  -0.1194  -0.056
F  -2.3316  -0.0191  0.3403  -0.209
H  1.3174  -1.0148  -0.9462  0.039
H  1.4436  -1.0384  0.6928  0.045
H  -0.1679  -1.4626  0.0100  0.141
H  -1.4887  0.4712  0.1772  -0.076
H  -0.1479  2.1835  -0.0741  0.133

Computed properties:
Gap between HOMO and LUMO = 0.38784 hartree
E_HOMO = -10.3 eV
SMILES = [H]/N=N/C.F

=====

Of them, (2) has the highest stability.

=====

(1)
C2O3S | wB97M-V/def2-TZVPD

Each line ends with the Löwdin charge.
CARTESIAN COORDINATES (ANGSTROEM)
C  0.1733  -1.2384  -0.9095  0.052
C  0.1823  -0.1639  -0.3393  -0.206
O  -1.3812  1.7304  0.6058  -0.308
O  0.7959  1.3445  1.7354  -0.310
O  0.5258  -2.5411  -2.0409  -0.004
S  -0.2961  0.8686  0.9484  0.776

Computed properties:
Gap between HOMO and LUMO (spin up / spin down) = 0.34655 / 0.23724 hartree
E_HOMO (spin up / spin down) = -12.0 / -10.0 eV
SMILES = O=C=C=S(=O)=O

=====

(2)
C2O3S | wB97M-V/def2-TZVPD

Each line ends with the Löwdin charge.
CARTESIAN COORDINATES (ANGSTROEM)
C  -0.0881  -0.4263  1.8363  0.052
C  0.7069  0.1250  -1.2247  -0.472
O  1.4518  -0.6961  -1.5491  0.163
O  -1.7628  0.6851  -0.9379  -0.593
O  0.1183  -0.9663  2.8479  0.023
S  -0.4260  1.2785  -0.9725  0.827

Computed properties:
Gap between HOMO and LUMO = 0.29537 hartree
E_HOMO = -9.1 eV

=====

(3)
C2O3S | wB97M-V/def2-TZVPD

Each line ends with the Löwdin charge.
CARTESIAN COORDINATES (ANGSTROEM)
C  0.6238  1.2926  0.9189  -0.801
C  -0.5242  -1.3097  -0.8296  -0.533
O  1.6827  1.0806  1.3547  0.115
O  0.6141  -1.3411  -0.8033  0.210
O  -1.6568  -1.3219  -0.8144  0.201
S  -0.7396  1.5995  0.1737  0.808

Computed properties:
Gap between HOMO and LUMO = 0.41525 hartree
E_HOMO = -10.9 eV
SMILES = O=C=O.O=C=S

=====

Of them, (3) has the highest stability.

=====

(1)
C3H8OS2 | wB97M-V/def2-TZVPD

Each line ends with the Löwdin charge.
CARTESIAN COORDINATES (ANGSTROEM)
C  2.5966  -1.3205  -0.2758  -0.066
C  -3.4271  -0.0894  0.6467  -0.444
C  3.7001  -0.6860  0.1061  -0.059
O  -1.0019  2.6271  -0.1857  -0.490
S  -2.4745  0.0809  -0.8883  0.419
S  -0.8374  0.9836  -0.3102  0.455
H  2.6658  -2.3230  -0.7726  0.068
H  1.6550  -0.9624  -0.3731  -0.030
H  -0.5886  3.0129  -0.9287  -0.008
H  -4.1523  -0.8458  0.3702  0.019
H  -3.8952  0.8785  0.8336  0.032
H  -2.5658  -0.4107  1.3003  0.033
H  4.5940  -1.2180  -0.1040  0.032
H  3.7313  0.2728  0.5814  0.042

Computed properties:
Gap between HOMO and LUMO = 0.35636 hartree
E_HOMO = -9.1 eV
SMILES = CSSO.C=C

=====

(2)
C3H8OS2 | wB97M-V/def2-TZVPD

Each line ends with the Löwdin charge.
CARTESIAN COORDINATES (ANGSTROEM)
C  0.4288  -0.7843  -1.0697  -0.265
C  -0.4370  -1.2054  -2.2645  -0.263
O  -1.7957  -1.3497  -1.8961  -0.070
C  0.5647  0.7039  -0.7359  -0.565
S  -0.1682  1.2670  0.8210  0.406
S  0.8688  0.2305  2.1796  0.310
H  1.3930  -1.3037  -1.0483  0.110
H  0.0234  -1.3289  -0.2041  0.089
H  -0.2825  -0.4400  -3.0277  0.114
H  -0.1454  -2.1952  -2.5520  0.110
H  -2.2778  -0.5157  -1.7940  0.092
H  0.1343  1.2974  -1.5232  0.066
H  1.6096  0.9020  -0.6379  0.050
H  0.0118  -0.6486  2.7343  -0.184

Computed properties:
Gap between HOMO and LUMO = 0.34702 hartree
E_HOMO = -8.9 eV
SMILES = OCCCSS

=====

Of them, (2) has the highest stability.

=====

(1)
C3H8OS2 | wB97M-V/def2-TZVPD

Each line ends with the Löwdin charge.
CARTESIAN COORDINATES (ANGSTROEM)
C  -0.1981  -1.4663  1.6279  -0.121
C  -0.7104  -0.0492  1.6320  -0.158
C  -0.6418  0.7642  0.5619  -0.212
O  -1.1087  2.0684  0.6198  -0.026
H  -1.0326  -2.1963  1.8331  0.082
H  0.2641  -1.7233  0.6458  0.073
H  0.5646  -1.5955  2.4022  0.063
H  -1.1586  0.3602  2.5251  0.101
H  -0.1950  0.4545  -0.4034  0.080
H  -1.1586  2.4058  -0.2868  0.092
S  1.9785  1.1556  -3.0958  0.234
S  0.4866  -0.2915  -3.3264  0.209
H  1.6873  1.4802  -1.8175  -0.227
H  1.2228  -1.3668  -2.9180  -0.190

Computed properties:
Gap between HOMO and LUMO = 0.32146 hartree
E_HOMO = -8.6 eV
SMILES = C/C=C/O.SS

=====

(2)
C3H8OS2 | wB97M-V/def2-TZVPD

Each line ends with the Löwdin charge.
CARTESIAN COORDINATES (ANGSTROEM)
C  0.2662  1.6062  2.7281  -0.521
S  1.7416  1.4616  1.7223  0.352
S  2.4356  -0.4065  2.2668  0.299
H  0.5008  1.4677  3.7825  0.027
H  -0.1665  2.5850  2.5731  0.024
H  -0.5166  0.8881  2.4716  0.029
H  1.5802  -1.1255  1.5257  -0.208
O  0.5700  0.1504  -2.1179  0.043
C  -0.5241  -0.2966  -1.9476  -0.340
C  -1.0717  -1.4429  -2.7518  -0.057
H  -1.2216  0.1949  -1.2301  0.115
H  -1.3323  -1.0120  -3.7267  0.087
H  -0.2672  -2.1680  -2.8794  0.083
H  -1.9945  -1.9023  -2.4168  0.067

Computed properties:
Gap between HOMO and LUMO = 0.35032 hartree
E_HOMO = -8.9 eV
SMILES = CC=O.CSS

=====

Of them, (2) has the highest stability.

=====

(1)
C16H8Cl10ORhS | wB97M-V/def2-TZVPD

Each line ends with the Löwdin charge.
CARTESIAN COORDINATES (ANGSTROEM)
Rh  -0.1780  -0.6998  -1.2123  0.773
Cl  -1.4404  -2.9703  -0.4450  0.724
C  0.2855  -3.1969  -0.2461  -0.677
C  1.0947  -2.1815  -0.6966  -0.258
C  2.4629  -2.2891  -0.5271  -0.683
Cl  3.5397  -1.0575  -1.0177  0.717
C  2.9829  -3.4381  0.0776  -0.695
Cl  4.6698  -3.5821  0.2884  0.742
C  2.1407  -4.4583  0.5206  -0.695
Cl  2.7849  -5.8503  1.2729  0.745
C  0.7703  -4.3395  0.3597  -0.714
Cl  -0.3165  -5.5508  0.8819  0.743
Cl  2.5288  1.4210  -2.6660  0.718
C  0.8706  1.7670  -2.8789  -0.686
C  -0.1173  0.8944  -2.4644  -0.255
C  -1.4318  1.2280  -2.6677  -0.678
Cl  -2.6282  0.1031  -2.0620  0.726
C  -1.8265  2.3976  -3.2881  -0.712
Cl  -3.4908  2.7189  -3.5124  0.741
C  -0.8419  3.2758  -3.7085  -0.695
Cl  -1.2847  4.7430  -4.4639  0.744
C  0.5021  2.9589  -3.5087  -0.694
Cl  1.7150  4.0406  -4.0287  0.742
O  0.5921  0.6879  0.4356  -0.498
S  -0.7670  0.2889  1.0710  0.898
C  -0.4579  -0.3084  2.7601  -0.275
C  -1.0534  0.7162  3.7368  -0.210
C  -1.0158  2.0628  3.0230  -0.216
C  -1.6049  1.7806  1.6418  -0.293
H  0.6337  -0.3603  2.7984  0.109
H  -0.8767  -1.3097  2.8535  0.096
H  -0.4999  0.7305  4.6738  0.125
H  -2.0860  0.4478  3.9660  0.121
H  0.0104  2.4173  2.9160  0.125
H  -1.5837  2.8246  3.5546  0.126
H  -1.4103  2.5380  0.8814  0.106
H  -2.6725  1.5495  1.6810  0.110

Computed properties:
Gap between HOMO and LUMO (spin up / spin down) = 0.24585 / 0.24575 hartree
Charge = +1
E_HOMO (spin up / spin down) = -12.1 / -12.1 eV

=====

(2)
C16H8Cl10ORhS | wB97M-V/def2-TZVPD

Each line ends with the Löwdin charge.
CARTESIAN COORDINATES (ANGSTROEM)
Rh  0.1058  1.5343  -0.8356  0.823
Cl  2.7400  1.8501  -0.6153  0.743
C  2.1100  1.4754  0.9791  -0.670
C  0.7393  1.3183  1.0134  -0.344
C  0.1340  1.0396  2.2264  -0.674
Cl  -1.5697  0.8497  2.3415  0.770
C  0.9258  0.9045  3.3745  -0.691
Cl  0.1890  0.5501  4.8767  0.736
C  2.3147  1.0541  3.3059  -0.695
Cl  3.2742  0.8830  4.7112  0.737
C  2.9274  1.3488  2.0870  -0.708
Cl  4.6197  1.5485  1.9463  0.741
Cl  -2.7023  -0.9534  -0.6675  0.741
C  -2.9366  0.7523  -0.7340  -0.691
C  -1.8533  1.6076  -0.7535  -0.346
C  -2.1050  2.9571  -0.7881  -0.622
Cl  -0.5686  3.8550  -0.7282  0.784
C  -3.3485  3.5445  -0.8034  -0.702
Cl  -3.5194  5.2427  -0.8329  0.753
C  -4.4390  2.6692  -0.7907  -0.686
Cl  -6.0228  3.3087  -0.8199  0.742
C  -4.2324  1.2828  -0.7550  -0.687
Cl  -5.5828  0.2321  -0.7338  0.734
O  0.4165  -0.3622  -1.3041  -0.649
S  0.6424  -1.5420  -0.3121  1.022
C  -0.0442  -2.9518  -1.2255  -0.317
C  1.0974  -3.9447  -1.4177  -0.214
C  2.3407  -3.1047  -1.6950  -0.211
C  2.3622  -2.0408  -0.6031  -0.292
H  -0.3704  -2.5101  -2.1688  0.102
H  -0.9061  -3.3355  -0.6848  0.084
H  0.8638  -4.6281  -2.2329  0.127
H  1.2388  -4.5449  -0.5167  0.123
H  2.2730  -2.6357  -2.6778  0.125
H  3.2531  -3.6982  -1.6688  0.125
H  2.8999  -1.1251  -0.8435  0.080
H  2.7331  -2.4311  0.3465  0.107

Computed properties:
Gap between HOMO and LUMO = 0.29125 hartree
Charge = +1
E_HOMO = -12.0 eV

=====

Of them, (2) has the highest stability.